# 1
This record from OMol25 describes a structure of composition C56H114Co2N6O12 at a distorted geometry. The level of theory is wB97M-V/def2-TZVPD.

Each line ends with the Mulliken spin population.
Geometry (Å):
Co: -2.09724 0.12239 1.09090  2.7510
Co: 0.61074 -1.54241 1.80139  2.8133
C: -1.61484 -1.43872 3.18189  -0.0224
O: -2.60973 -1.24875 2.48085  0.0652
O: -0.87102 -2.34379 2.90093  0.0696
O: -0.92282 -0.48807 2.70546  0.0851
C: 0.09661 -0.30734 -0.37758  -0.0681
O: -0.53432 0.72139 -0.12462  0.0941
O: 1.15508 -0.50078 0.19131  0.1254
O: -0.63644 -1.18043 -0.00381  0.0795
C: 1.87406 -1.35430 5.10269  -0.0048
C: 2.36555 -2.67453 4.42249  0.0207
C: 1.62257 -3.85398 5.03289  0.0012
C: 1.89931 -5.20145 4.40963  0.0001
C: 1.74792 -5.13363 2.83599  0.0013
C: 2.46691 -3.94728 2.10068  -0.0081
N: 2.18008 -2.63908 2.87544  -0.0308
O: 2.90414 -1.50828 2.42018  -0.0114
C: 3.99778 -4.27015 1.97578  -0.0002
C: 1.93486 -3.82350 0.65603  0.0194
C: 3.82489 -2.71247 4.96027  0.0016
H: 1.94688 -1.40700 6.18897  0.0000
H: 0.86081 -1.03299 4.86145  0.0012
H: 2.46714 -0.46647 4.88337  -0.0005
H: 1.86381 -3.87040 6.09573  0.0001
H: 0.54330 -3.70200 5.04625  -0.0002
H: 1.22081 -5.95361 4.81211  0.0001
H: 2.89217 -5.63378 4.53379  0.0000
H: 0.70983 -5.00536 2.52939  -0.0011
H: 2.19563 -6.07920 2.53014  0.0002
H: 4.50356 -4.63414 2.87009  0.0002
H: 4.15862 -4.97649 1.16134  0.0007
H: 4.57855 -3.42115 1.61521  -0.0001
H: 0.87040 -3.60645 0.74507  0.0172
H: 2.21034 -2.96585 0.04232  -0.0092
H: 2.17141 -4.76612 0.16245  -0.0034
H: 4.31582 -3.68176 4.87319  0.0001
H: 4.03387 -2.60628 6.02477  0.0001
H: 4.49688 -1.97569 4.52017  0.0000
H: 3.81747 -1.80395 2.42027  0.0063
C: 2.16358 3.68260 1.30838  -0.0009
C: 1.21393 3.98868 2.48035  0.0002
C: 1.97196 4.89766 3.55810  0.0000
C: 2.14039 6.37423 3.18008  0.0000
C: 0.78142 6.94666 2.83899  0.0000
C: -0.03508 6.20155 1.76026  0.0001
N: -0.05275 4.74634 2.00060  -0.0003
O: -0.92587 3.92325 1.19221  0.0043
C: -1.50368 6.82196 1.72670  0.0000
C: 0.49989 6.58731 0.39039  0.0000
C: 0.72031 2.61346 3.04805  0.0025
H: 2.94738 3.00103 1.63885  0.0001
H: 2.61635 4.61591 0.97365  -0.0001
H: 1.65319 3.25649 0.44465  0.0008
H: 1.48880 4.81784 4.53190  0.0000
H: 2.97508 4.48225 3.65445  0.0000
H: 2.80287 6.44135 2.31712  0.0000
H: 2.64806 7.00853 3.90673  0.0000
H: 0.88369 8.00873 2.61616  0.0000
H: 0.18426 6.96373 3.75070  0.0000
H: -2.13571 6.58018 0.87220  0.0000
H: -2.00431 6.55371 2.65704  0.0000
H: -1.40435 7.90589 1.66896  0.0000
H: 0.34561 7.64151 0.16026  0.0000
H: 1.57473 6.42944 0.30154  0.0000
H: -0.03886 6.03733 -0.38122  0.0000
H: 1.51831 2.04470 3.52535  -0.0018
H: 0.40105 1.98179 2.21910  -0.0039
H: -0.20318 2.63080 3.62681  0.0018
H: -0.34475 3.59636 0.50153  -0.0007
C: 0.81210 3.06959 -2.72577  0.0002
C: -0.51726 3.23059 -3.52357  -0.0007
C: -0.24051 3.68470 -5.00434  -0.0001
C: 0.34176 2.52646 -5.84019  0.0000
C: -0.65336 1.41878 -5.95484  0.0001
C: -1.15841 0.89478 -4.53213  -0.0004
N: -1.46283 2.08298 -3.62000  0.0010
O: -2.12143 1.71168 -2.40706  -0.0048
C: -2.42263 0.01125 -4.65586  -0.0001
C: -0.06269 0.00909 -4.06304  -0.0017
C: -1.20072 4.55993 -2.96541  -0.0003
H: 1.33828 3.99891 -2.50763  0.0001
H: 1.55757 2.46468 -3.24197  -0.0001
H: 0.56535 2.63741 -1.75600  -0.0008
H: -1.06916 4.14857 -5.53938  0.0000
H: 0.48824 4.49453 -5.03922  0.0000
H: 1.24445 2.28517 -5.27891  0.0001
H: 0.68118 3.10856 -6.69696  0.0000
H: -0.02170 0.69053 -6.46353  0.0000
H: -1.45704 1.74949 -6.61274  0.0000
H: -2.18964 -0.81008 -5.33352  0.0000
H: -2.64726 -0.35992 -3.65592  0.0000
H: -3.27911 0.54241 -5.07109  0.0000
H: -0.07428 -1.06520 -4.24705  0.0000
H: 0.94949 0.37122 -4.24320  0.0003
H: -0.14882 0.05501 -2.97742  0.0047
H: -2.05980 4.93309 -3.52293  0.0000
H: -0.57555 5.45282 -2.96875  0.0000
H: -1.64065 4.31441 -1.99883  0.0002
H: -1.41919 1.47105 -1.79832  0.0011
C: -4.98645 3.38304 1.80737  0.0002
C: -4.60027 1.95135 2.22693  -0.0008
C: -5.62752 1.34515 3.14125  0.0005
C: -6.85901 0.81238 2.37763  -0.0003
C: -6.34355 -0.22158 1.34216  -0.0018
C: -5.36991 0.31966 0.31233  0.0233
N: -4.29166 1.00557 1.08346  -0.0192
O: -3.34607 1.64414 0.23484  -0.0146
C: -4.78612 -0.87222 -0.39192  -0.0247
C: -5.92286 1.31542 -0.69175  -0.0006
C: -3.32452 2.01637 3.03411  0.0486
H: -5.89166 3.34880 1.20112  0.0006
H: -5.32984 3.99520 2.64130  -0.0004
H: -4.16660 3.91580 1.32559  0.0002
H: -5.34872 0.47077 3.72932  -0.0007
H: -6.06720 2.11017 3.78119  0.0004
H: -7.55325 0.21722 2.97086  0.0002
H: -7.47398 1.58891 1.92276  0.0001
H: -7.17860 -0.73893 0.86979  -0.0002
H: -5.83255 -0.90952 2.01576  0.0005
H: -4.29904 -1.57885 0.28004  0.0012
H: -4.02970 -0.58296 -1.12149  0.0070
H: -5.61722 -1.40383 -0.85534  -0.0009
H: -6.35167 0.76164 -1.52694  0.0009
H: -5.19266 1.96039 -1.18055  -0.0003
H: -6.72119 1.93069 -0.27674  0.0007
H: -3.05836 1.03724 3.43231  0.0027
H: -2.42027 2.46106 2.61857  -0.0171
H: -3.55140 2.53811 3.96385  -0.0005
H: -3.81405 2.34229 -0.22901  0.0047
C: 3.87987 -0.74549 -2.96078  0.0006
C: 5.26566 -1.00149 -2.35137  -0.0004
C: 6.27356 -0.59271 -3.42346  0.0000
C: 6.45952 0.92391 -3.55502  0.0000
C: 6.68073 1.56939 -2.20555  0.0000
C: 5.71227 1.23292 -1.02856  -0.0004
N: 5.40212 -0.20076 -1.01400  0.0003
O: 4.38998 -0.58822 -0.08842  0.0011
C: 6.39336 1.75927 0.24811  0.0000
C: 4.40561 2.02605 -1.23503  -0.0007
C: 5.52948 -2.43573 -1.93506  0.0000
H: 3.65002 0.27721 -3.25968  -0.0007
H: 3.13788 -1.06107 -2.22731  0.0000
H: 3.71829 -1.45388 -3.77329  0.0001
H: 7.26370 -1.00636 -3.23210  0.0000
H: 5.94080 -0.94271 -4.40063  0.0000
H: 5.72274 1.41733 -4.18889  0.0000
H: 7.29942 1.28675 -4.14748  0.0000
H: 6.71172 2.64325 -2.38983  0.0000
H: 7.66903 1.23546 -1.88958  0.0000
H: 6.78210 2.73139 -0.05515  0.0000
H: 5.80549 1.97727 1.13974  0.0000
H: 7.18688 1.06885 0.53402  0.0000
H: 4.38588 3.01906 -0.78600  0.0000
H: 4.20802 2.21278 -2.29058  0.0000
H: 3.49663 1.66288 -0.75549  -0.0001
H: 6.36244 -2.62413 -1.25772  0.0000
H: 5.70655 -3.08113 -2.79540  0.0000
H: 4.76196 -2.82331 -1.26515  -0.0001
H: 3.58219 -0.11805 -0.30755  0.0002
C: -0.57286 -5.63215 -2.18597  -0.0001
C: -1.78548 -4.60933 -2.02689  0.0013
C: -2.91797 -4.86569 -3.03431  -0.0001
C: -3.88557 -6.00460 -2.73172  0.0000
C: -4.45029 -5.58988 -1.40456  -0.0001
C: -3.53931 -5.34067 -0.20465  -0.0005
N: -2.37307 -4.64967 -0.63515  0.0008
O: -1.40319 -4.35307 0.43300  -0.0026
C: -4.30509 -4.42409 0.79020  0.0014
C: -3.17106 -6.70661 0.35551  0.0000
C: -1.22090 -3.23774 -2.31908  0.0001
H: 0.22689 -5.16037 -1.61506  0.0000
H: -0.23778 -5.77520 -3.21327  0.0000
H: -0.90222 -6.57671 -1.75303  0.0000
H: -3.39409 -3.97290 -3.43971  0.0001
H: -2.43736 -5.23250 -3.94127  0.0000
H: -3.31254 -6.93115 -2.69643  0.0000
H: -4.55530 -6.12118 -3.58376  0.0000
H: -5.13241 -6.40638 -1.16765  0.0000
H: -5.13922 -4.75383 -1.52498  0.0000
H: -5.25865 -4.80494 1.15595  0.0001
H: -3.63797 -4.19564 1.62138  0.0001
H: -4.52462 -3.48010 0.29140  -0.0025
H: -2.84274 -7.47296 -0.34664  0.0000
H: -2.39847 -6.68490 1.12410  0.0000
H: -4.07214 -7.05385 0.86106  0.0000
H: -1.20686 -3.11838 -3.40243  0.0004
H: -0.22035 -3.11010 -1.90591  -0.0002
H: -1.81504 -2.38816 -1.98247  -0.0031
H: -1.63321 -3.42998 0.56181  0.0015

Results
Expectation value of S²: 12.02
Frontier orbital gap (alpha / beta): 7.67 / 7.68 eV
Highest occupied orbital energy (alpha / beta): -7.49 / -7.49 eV
2S+1: 7

=====

# 2
This record from OMol25 describes the ion C6H14NOS with charge +1 at a distorted geometry. The level of theory is wB97M-V/def2-TZVPD.

Each line ends with the natural charge from an NBO analysis.
Geometry (Å):
C: -1.95091 -0.67827 -0.61432  -0.4001
C: -1.29073 0.63075 -1.18046  -0.4269
C: -0.79181 -1.53769 0.09831  -0.4274
C: -0.49697 1.41490 -0.04743  -0.2496
C: 0.12536 -0.71028 1.04191  -0.2424
C: 1.74350 0.31288 -0.30658  -0.4525
N: 0.61006 0.60460 0.57016  -0.3071
O: 2.78339 0.21842 2.28630  -0.7709
S: 1.43297 1.69069 1.85159  0.6577
H: -2.84628 -0.54629 0.08241  0.2276
H: -2.21627 -1.36162 -1.44627  0.2365
H: -0.63492 0.37303 -1.99344  0.2177
H: -2.03645 1.27830 -1.68634  0.2632
H: -1.13957 -2.49437 0.46716  0.2646
H: -0.28083 -1.79932 -0.82443  0.2114
H: -0.15551 2.40320 -0.36120  0.2486
H: -1.21459 1.54588 0.81063  0.2337
H: -0.30350 -0.43884 2.09720  0.2367
H: 0.94975 -1.22304 1.34669  0.2350
H: 2.46522 -0.36260 0.25192  0.2728
H: 1.22950 -0.19472 -1.09181  0.2151
H: 2.27610 1.20732 -0.72926  0.2502
H: 3.44585 0.70667 2.86032  0.5057

Results
SMILES: C[N+]1(SO)CCCCC1
Net charge: +1
Frontier orbital gap: 8.75 eV
Highest occupied orbital energy: -14.39 eV

=====

# 3
This record from OMol25 describes an isolated molecule of C4H4Cl2F2 at a distorted geometry. The level of theory is wB97M-V/def2-TZVPD.

Each line ends with the natural charge from an NBO analysis.
Geometry (Å):
C: 0.47371 -0.87951 0.60761  -0.3817
C: -0.48133 -1.15755 -0.49614  -0.2533
C: -0.33415 -0.66206 -1.71663  -0.1803
C: 0.58924 2.04757 1.01983  0.4738
F: 0.71614 2.73061 2.16589  -0.3636
F: -0.49159 2.59444 0.43245  -0.3683
Cl: -1.43583 -0.97317 -2.98119  0.0249
Cl: -0.27094 0.27642 1.77545  0.1278
H: 0.69205 -1.77999 1.18458  0.2350
H: 1.38419 -0.39707 0.25860  0.2439
H: -1.34123 -1.76483 -0.24917  0.2213
H: 0.49975 -0.03486 -2.00128  0.2207

Results
Frontier orbital gap: 9.85 eV
Highest occupied orbital energy: -9.26 eV